Record 1
DFT (the ωB97M-V functional and the def2-TZVPD basis) results for a single C8H8N2S molecule.

gap between HOMO and LUMO (spin up / spin down)	0.3020 / 0.2686	Ha
energy relative to the best compared isomer or geometry (same formula, charge and spin)	6.420	eV
lowest unoccupied orbital energy (spin up / spin down)	-0.5 / 0.0	eV
HOMO (spin up / spin down)	-8.711 / -7.292	eV
DFT total energy	-817.14401	Eh

```
! RIJCOSX wB97M-V def2-TZVPD def2/J DEFGRID3
* xyz 0 1
C -2.13 3.30 0.74
C -1.12 4.22 1.06
C -0.55 1.81 1.05
C 0.60 -0.54 1.18
C 0.33 -0.49 -1.94
C 0.24 0.66 0.92
C 1.25 -1.58 0.27
C 0.61 -1.70 -1.15
N -1.78 1.99 0.72
N 0.26 0.68 -1.62
S 0.32 3.37 1.36
H -3.09 3.47 0.30
H -1.33 5.15 1.53
H 0.21 -0.81 2.12
H 0.25 -0.62 -3.01
H 2.36 -1.44 -0.14
H 1.24 -2.53 0.74
H -0.30 -2.27 -1.29
H 1.26 -2.32 -1.81
*
```



Record 2
DFT (the ωB97M-V functional and the def2-TZVPD basis) results for a molecular structure, C32H104N8O16.

gap between HOMO and LUMO	0.2575	Ha
energy relative to the best compared isomer or geometry (same formula, charge and spin)	14.549	eV
lowest unoccupied orbital energy	0.4	eV
HOMO	-6.633	eV
DFT total energy	-2922.83893	Eh

```
! RIJCOSX wB97M-V def2-TZVPD def2/J DEFGRID3
* xyz 0 1
O -3.25 1.46 0.42
H -2.81 1.68 1.25
H -3.65 0.60 0.59
O 3.01 2.90 -1.05
H 3.48 2.73 -1.87
H 2.11 2.58 -1.22
O -1.75 1.85 2.93
H -1.73 2.78 2.60
H -1.93 1.94 3.88
O -5.07 -0.54 0.18
H -5.81 -0.51 -0.44
H -4.40 -1.09 -0.27
O -0.77 -2.87 -1.35
H -0.60 -3.64 -0.77
H -0.28 -2.15 -0.93
O 1.72 3.62 1.41
H 2.56 3.94 1.04
H 1.96 3.20 2.25
O -1.06 4.40 2.22
H -1.26 4.81 1.36
H -0.21 3.96 2.05
O 0.76 2.45 -2.88
H 0.12 2.80 -3.50
H 0.29 2.46 -2.01
C -6.67 0.80 -4.61
C -5.23 0.32 -4.55
C -4.35 0.88 -3.43
O -4.27 2.28 -3.57
C -3.91 2.88 -2.34
N -5.11 -1.14 -4.56
H -7.23 0.32 -5.41
H -6.62 1.88 -4.82
H -7.21 0.72 -3.67
H -4.74 0.58 -5.50
H -3.39 0.37 -3.47
H -4.79 0.62 -2.45
H -2.90 2.61 -2.01
H -4.60 2.67 -1.52
H -3.76 3.94 -2.52
H -5.40 -1.60 -5.42
H -5.74 -1.57 -3.89
C 5.26 1.56 1.17
C 4.99 2.83 1.99
C 6.23 3.22 2.79
O 6.75 2.16 3.52
C 7.62 2.60 4.54
N 4.64 3.93 1.08
H 6.10 1.78 0.51
H 4.41 1.25 0.55
H 5.46 0.70 1.81
H 4.14 2.63 2.66
H 5.94 4.13 3.35
H 6.99 3.69 2.14
H 8.10 1.74 4.99
H 7.08 3.18 5.29
H 8.43 3.24 4.16
H 5.50 4.31 0.69
H 4.09 3.61 0.29
C -2.65 5.33 -1.87
C -1.16 4.98 -1.87
C -0.36 5.70 -2.97
O -0.44 5.17 -4.26
C -1.33 5.78 -5.16
N -0.61 5.32 -0.55
H -3.10 5.17 -2.86
H -2.87 6.39 -1.71
H -3.17 4.76 -1.10
H -1.12 3.91 -2.02
H 0.70 5.53 -2.72
H -0.41 6.79 -2.87
H -2.39 5.58 -5.02
H -1.09 5.49 -6.18
H -1.22 6.88 -5.15
H 0.28 4.84 -0.49
H -0.47 6.31 -0.41
C 2.81 -0.10 4.33
C 1.51 0.29 3.63
C 0.26 -0.44 4.07
O 0.35 -1.85 4.14
C 0.78 -2.44 2.93
N 1.31 1.76 3.66
H 3.66 0.31 3.78
H 3.00 -1.15 4.10
H 2.84 0.14 5.39
H 1.62 0.04 2.57
H -0.57 -0.17 3.40
H -0.08 -0.07 5.04
H 0.64 -3.52 3.04
H 1.83 -2.29 2.70
H 0.11 -2.15 2.12
H 1.50 1.99 4.64
H 0.36 1.99 3.41
C -1.61 0.53 -0.35
C -0.52 1.26 0.44
C 0.84 0.60 0.23
O 0.70 -0.77 0.60
C 1.96 -1.42 0.56
N -0.44 2.65 0.01
H -1.48 0.70 -1.42
H -2.58 1.01 -0.19
H -1.62 -0.53 -0.08
H -0.76 1.11 1.50
H 1.56 1.08 0.90
H 1.18 0.66 -0.81
H 2.18 -1.75 -0.46
H 1.92 -2.35 1.13
H 2.82 -0.83 0.91
H -1.25 3.14 0.40
H 0.35 3.11 0.45
C -1.43 -4.12 -5.47
C -0.01 -4.06 -4.90
C 0.52 -2.63 -4.86
O 1.78 -2.60 -4.19
C 1.94 -1.37 -3.49
N -0.09 -4.66 -3.56
H -2.14 -3.59 -4.84
H -1.71 -5.17 -5.57
H -1.41 -3.70 -6.48
H 0.57 -4.71 -5.56
H -0.22 -2.05 -4.31
H 0.64 -2.24 -5.87
H 2.84 -1.30 -2.90
H 1.04 -1.23 -2.88
H 1.90 -0.54 -4.22
H -0.69 -4.07 -2.99
H 0.84 -4.52 -3.15
C 3.23 -4.98 1.16
C 2.26 -6.14 0.86
C 1.09 -5.63 0.02
O 0.44 -4.46 0.52
C -0.32 -4.66 1.71
N 2.90 -7.15 0.02
H 3.60 -4.39 0.31
H 4.13 -5.38 1.63
H 2.74 -4.28 1.84
H 1.84 -6.53 1.78
H 0.31 -6.39 -0.08
H 1.42 -5.39 -0.99
H 0.00 -5.50 2.33
H -1.35 -4.90 1.43
H -0.29 -3.72 2.25
H 3.12 -6.78 -0.90
H 3.80 -7.43 0.40
C -3.15 -2.09 4.29
C -2.13 -2.24 3.22
C -2.14 -3.54 2.45
O -2.16 -4.73 3.25
C -1.02 -4.90 4.05
N -2.24 -1.12 2.24
H -3.08 -1.13 4.80
H -3.10 -2.90 5.01
H -4.18 -2.16 3.92
H -1.11 -2.14 3.63
H -1.26 -3.70 1.81
H -3.04 -3.57 1.83
H -1.03 -5.85 4.58
H -0.98 -4.16 4.85
H -0.12 -4.99 3.44
H -2.08 -0.25 2.74
H -1.52 -1.22 1.54
*
```



Record 3
DFT (the ωB97M-V functional and the def2-TZVPD basis) results for a molecular structure, C5H9N3.

gap between HOMO and LUMO	0.3187	Ha
energy relative to the best compared isomer or geometry (same formula, charge and spin)	5.093	eV
lowest unoccupied orbital energy	0.6	eV
HOMO	-8.061	eV
DFT total energy	-360.01012	Eh

```
! RIJCOSX wB97M-V def2-TZVPD def2/J DEFGRID3
* xyz 0 1
C -1.60 -0.56 0.37
C -0.24 -0.21 0.19
C 0.65 -1.26 -0.01
C 2.14 -1.11 -0.20
C 0.20 1.20 0.16
H -2.19 -0.02 -1.53
H -2.41 1.06 -0.27
H -1.90 -0.37 1.43
H -1.77 -1.59 0.40
H 0.28 -2.23 0.04
H 3.20 -1.92 -0.06
H 2.32 1.94 -0.28
H -0.25 1.73 1.18
H -0.42 1.97 -0.77
N -2.43 0.12 -0.54
N 2.65 0.09 -0.25
N 1.77 1.18 0.12
*
```



Record 4
DFT (the ωB97M-V functional and the def2-TZVPD basis) results for a molecular structure, C20H19F3N2O5.

gap between HOMO and LUMO	0.3005	Ha
lowest unoccupied orbital energy	-0.3	eV
HOMO	-8.469	eV
DFT total energy	-1558.22103	Eh

```
! RIJCOSX wB97M-V def2-TZVPD def2/J DEFGRID3
* xyz 0 1
C 4.11 3.05 2.41
H 4.95 3.07 2.87
H 4.29 2.83 1.18
H 3.56 4.08 2.45
O 3.26 2.24 2.87
C 2.22 1.71 2.47
C 1.74 0.50 3.13
C 0.58 -0.04 2.34
C -0.11 0.58 1.37
C 0.24 1.73 0.94
C 1.64 2.21 1.31
O 2.07 3.55 0.77
C 1.12 4.25 -0.21
H 1.25 3.33 -1.09
H 0.23 4.49 -0.02
H 1.89 4.96 -0.32
H -0.42 2.25 0.29
C -1.35 -0.16 0.92
N -2.52 0.62 0.64
C -3.52 0.34 0.09
O -4.61 1.10 0.02
N -3.26 -0.72 -0.75
H -4.17 -0.92 -1.43
C -2.09 -1.31 -1.20
O -1.93 -0.96 -2.99
H -2.74 -1.52 -3.27
C -1.13 -0.42 -0.55
H -0.80 0.31 -1.31
C 0.36 -1.30 -0.46
O 0.33 -2.45 -0.06
C 1.56 -0.56 -1.07
C 1.51 0.50 -2.10
C 2.65 1.10 -2.29
C 3.70 1.12 -1.42
C 3.76 0.15 -0.39
C 2.76 -0.84 -0.28
H 2.61 -1.32 0.45
H 4.69 -0.18 0.39
H 4.68 1.60 -1.66
H 2.83 1.78 -3.06
H 0.56 0.39 -2.53
C -2.12 -2.85 -0.92
F -3.42 -3.10 -1.58
F -2.37 -3.02 0.27
F -1.25 -3.38 -1.82
H -2.80 1.32 1.50
H -1.71 -1.10 1.43
H 0.04 -1.06 2.92
H 2.34 -0.01 3.54
*
```



Repeat the fourth record exactly.
DFT (the ωB97M-V functional and the def2-TZVPD basis) results for a molecular structure, C20H19F3N2O5.

gap between HOMO and LUMO	0.3005	Ha
lowest unoccupied orbital energy	-0.3	eV
HOMO	-8.469	eV
DFT total energy	-1558.22103	Eh

```
! RIJCOSX wB97M-V def2-TZVPD def2/J DEFGRID3
* xyz 0 1
C 4.11 3.05 2.41
H 4.95 3.07 2.87
H 4.29 2.83 1.18
H 3.56 4.08 2.45
O 3.26 2.24 2.87
C 2.22 1.71 2.47
C 1.74 0.50 3.13
C 0.58 -0.04 2.34
C -0.11 0.58 1.37
C 0.24 1.73 0.94
C 1.64 2.21 1.31
O 2.07 3.55 0.77
C 1.12 4.25 -0.21
H 1.25 3.33 -1.09
H 0.23 4.49 -0.02
H 1.89 4.96 -0.32
H -0.42 2.25 0.29
C -1.35 -0.16 0.92
N -2.52 0.62 0.64
C -3.52 0.34 0.09
O -4.61 1.10 0.02
N -3.26 -0.72 -0.75
H -4.17 -0.92 -1.43
C -2.09 -1.31 -1.20
O -1.93 -0.96 -2.99
H -2.74 -1.52 -3.27
C -1.13 -0.42 -0.55
H -0.80 0.31 -1.31
C 0.36 -1.30 -0.46
O 0.33 -2.45 -0.06
C 1.56 -0.56 -1.07
C 1.51 0.50 -2.10
C 2.65 1.10 -2.29
C 3.70 1.12 -1.42
C 3.76 0.15 -0.39
C 2.76 -0.84 -0.28
H 2.61 -1.32 0.45
H 4.69 -0.18 0.39
H 4.68 1.60 -1.66
H 2.83 1.78 -3.06
H 0.56 0.39 -2.53
C -2.12 -2.85 -0.92
F -3.42 -3.10 -1.58
F -2.37 -3.02 0.27
F -1.25 -3.38 -1.82
H -2.80 1.32 1.50
H -1.71 -1.10 1.43
H 0.04 -1.06 2.92
H 2.34 -0.01 3.54
*
```



What did the fourth record say?
DFT (the ωB97M-V functional and the def2-TZVPD basis) results for a molecular structure, C20H19F3N2O5.

gap between HOMO and LUMO	0.3005	Ha
lowest unoccupied orbital energy	-0.3	eV
HOMO	-8.469	eV
DFT total energy	-1558.22103	Eh

```
! RIJCOSX wB97M-V def2-TZVPD def2/J DEFGRID3
* xyz 0 1
C 4.11 3.05 2.41
H 4.95 3.07 2.87
H 4.29 2.83 1.18
H 3.56 4.08 2.45
O 3.26 2.24 2.87
C 2.22 1.71 2.47
C 1.74 0.50 3.13
C 0.58 -0.04 2.34
C -0.11 0.58 1.37
C 0.24 1.73 0.94
C 1.64 2.21 1.31
O 2.07 3.55 0.77
C 1.12 4.25 -0.21
H 1.25 3.33 -1.09
H 0.23 4.49 -0.02
H 1.89 4.96 -0.32
H -0.42 2.25 0.29
C -1.35 -0.16 0.92
N -2.52 0.62 0.64
C -3.52 0.34 0.09
O -4.61 1.10 0.02
N -3.26 -0.72 -0.75
H -4.17 -0.92 -1.43
C -2.09 -1.31 -1.20
O -1.93 -0.96 -2.99
H -2.74 -1.52 -3.27
C -1.13 -0.42 -0.55
H -0.80 0.31 -1.31
C 0.36 -1.30 -0.46
O 0.33 -2.45 -0.06
C 1.56 -0.56 -1.07
C 1.51 0.50 -2.10
C 2.65 1.10 -2.29
C 3.70 1.12 -1.42
C 3.76 0.15 -0.39
C 2.76 -0.84 -0.28
H 2.61 -1.32 0.45
H 4.69 -0.18 0.39
H 4.68 1.60 -1.66
H 2.83 1.78 -3.06
H 0.56 0.39 -2.53
C -2.12 -2.85 -0.92
F -3.42 -3.10 -1.58
F -2.37 -3.02 0.27
F -1.25 -3.38 -1.82
H -2.80 1.32 1.50
H -1.71 -1.10 1.43
H 0.04 -1.06 2.92
H 2.34 -0.01 3.54
*
```